[1]
{
  "formula": "C28H70BBrN3O23P5S2",
  "method": "the ωB97M-V functional and the def2-TZVPD basis",
  "elements": ["C", "C", "N", "C", "C", "Br", "C", "C", "P", "C", "C", "O", "S", "O", "O", "C", "C", "N", "B", "O", "O", "C", "S", "O", "C", "C", "N", "C", "C", "C", "O", "H", "H", "H", "H", "H", "H", "H", "H", "H", "H", "H", "H", "H", "H", "H", "H", "H", "H", "H", "H", "H", "H", "H", "H", "H", "H", "H", "H", "H", "H", "H", "H", "H", "H", "C", "O", "P", "O", "O", "C", "O", "C", "H", "H", "H", "H", "H", "H", "H", "H", "H", "C", "O", "P", "O", "O", "C", "O", "C", "H", "H", "H", "H", "H", "H", "H", "H", "H", "C", "O", "P", "O", "O", "C", "O", "C", "H", "H", "H", "H", "H", "H", "H", "H", "H", "C", "O", "P", "O", "O", "C", "O", "C", "H", "H", "H", "H", "H", "H", "H", "H", "H"],
  "positions_angstrom": [[3.32130, -3.50406, 0.40576], [2.76880, -3.89344, -1.04565], [1.81497, -4.75986, -1.06456], [3.51595, -3.25221, -2.25164], [2.64208, -2.74059, -3.47329], [1.45588, -4.20730, -4.21779], [3.69093, -2.50902, -4.66179], [5.08313, -1.87826, -4.26136], [4.13578, -4.27324, -5.35928], [3.53022, -4.38257, -7.15714], [6.00346, -4.47785, -5.49519], [3.20726, -1.83700, -5.84779], [2.66052, -0.30413, -5.57990], [3.71214, 0.71164, -5.29417], [2.01087, 0.09838, -6.87460], [1.37546, -0.44411, -4.27079], [1.11051, 1.06317, -3.79229], [0.99903, 2.03024, -4.89439], [0.00031, -0.84845, -5.09801], [-0.03429, -1.88206, -6.07165], [-1.23670, -0.12225, -4.91815], [1.65953, -1.47532, -3.09344], [-0.04624, -2.25179, -2.87252], [2.18724, -0.92907, -1.89242], [1.26447, -0.38352, -0.95738], [0.83220, -1.28344, 0.26317], [-0.43374, -0.72857, 0.83983], [-0.93471, -1.77504, 1.78163], [-1.84558, -2.85191, 1.02006], [-1.37684, -4.34416, 1.23941], [-2.05393, -2.51280, -0.36347], [3.55473, -2.41118, 0.49301], [4.28276, -4.10158, 0.51064], [2.64727, -3.85875, 1.22674], [1.54915, -5.02456, -0.11122], [4.17431, -2.43772, -1.82298], [4.26729, -4.03855, -2.58333], [5.64346, -1.64207, -5.20692], [4.94321, -0.89831, -3.70983], [5.73348, -2.51644, -3.61293], [2.41223, -4.37470, -7.10986], [3.89219, -5.36744, -7.58091], [3.97765, -3.55786, -7.77156], [6.51278, -3.82285, -6.25958], [6.22406, -5.55897, -5.75443], [6.55488, -4.29950, -4.52145], [2.00928, 1.36180, -3.16646], [0.15582, 1.14637, -3.19616], [1.87828, 2.49708, -5.10189], [0.25123, 2.70554, -4.74138], [-0.89061, -1.79684, -6.52582], [-1.33317, 0.49014, -5.66954], [-0.04059, -3.07204, -1.77594], [1.78819, 0.51602, -0.49434], [0.32489, 0.06867, -1.39680], [1.62288, -1.17122, 1.07226], [0.71639, -2.37577, 0.05761], [-0.14552, 0.04766, 1.44745], [-0.05300, -2.26265, 2.30150], [-1.54653, -1.23710, 2.56392], [-2.86822, -2.76806, 1.50466], [-0.69780, -4.73272, 0.43580], [-2.30008, -4.99350, 1.22510], [-0.92331, -4.46788, 2.26985], [-3.00261, -2.40629, -0.51204], [5.00393, 3.66143, -4.39407], [5.72016, 4.80438, -4.84425], [5.35649, 6.31853, -4.13047], [5.11647, 5.76389, -2.72883], [3.93910, 6.43304, -4.95257], [3.85401, 6.01474, -6.31560], [5.18360, 7.95522, -3.66574], [5.89974, 8.38373, -2.51439], [5.10242, 2.88522, -5.15483], [5.43469, 3.29063, -3.46453], [3.94351, 3.88304, -4.25599], [3.40870, 5.01956, -6.36047], [4.83053, 5.99738, -6.80011], [3.20652, 6.70552, -6.85702], [6.92476, 8.01297, -2.53268], [5.39208, 8.04897, -1.61090], [5.91374, 9.47523, -2.51200], [-5.06876, -0.95161, -2.17258], [-6.00203, -1.58902, -1.30934], [-7.65354, -1.59692, -1.76751], [-7.38524, -1.75619, -3.26124], [-7.83003, -0.01032, -1.38193], [-7.20325, 0.52936, -0.21780], [-9.35258, -1.71852, -1.91547], [-9.86260, -2.79028, -2.69905], [-4.16636, -0.74220, -1.59261], [-4.80377, -1.61564, -2.99468], [-5.45969, -0.00966, -2.56071], [-6.29028, 1.05108, -0.50896], [-6.96268, -0.24322, 0.51304], [-7.87836, 1.25048, 0.24424], [-9.34998, -3.72321, -2.46393], [-9.76307, -2.56023, -3.75887], [-10.92490, -2.89851, -2.47280], [-5.29803, -1.91599, 8.09405], [-3.93121, -2.02091, 8.46664], [-2.74199, -1.65832, 7.28776], [-3.58638, -0.54272, 6.67675], [-3.04151, -3.07321, 6.50927], [-3.22217, -4.28394, 7.24488], [-1.45789, -1.36976, 6.19686], [-1.03834, -0.01903, 6.03547], [-5.88217, -2.48987, 8.81654], [-5.62013, -0.87602, 8.13560], [-5.47298, -2.32510, 7.09736], [-4.28863, -4.49753, 7.33128], [-2.78130, -4.22767, 8.24043], [-2.75120, -5.10217, 6.69898], [-0.94983, 0.47958, 7.00078], [-1.73639, 0.51825, 5.39477], [-0.06368, -0.02014, 5.54420], [1.38968, 5.21609, 8.86205], [0.32853, 4.58106, 9.56077], [-1.23987, 4.63641, 8.87217], [-0.76431, 4.51491, 7.42658], [-1.43086, 6.21507, 9.28325], [-0.96411, 6.70013, 10.54229], [-2.90230, 4.56831, 8.48122], [-3.31998, 3.53623, 7.59544], [2.20236, 5.37939, 9.57313], [1.75270, 4.57071, 8.06283], [1.07984, 6.18062, 8.45594], [-0.00638, 7.20374, 10.40206], [-0.84950, 5.89879, 11.27273], [-1.68053, 7.42611, 10.92830], [-2.86746, 2.58284, 7.86860], [-3.06669, 3.79643, 6.56869], [-4.40556, 3.44870, 7.66257]],
  "mulliken_charge": [-1.44, 0.14, -0.47, -0.78, -0.50, 0.06, 0.40, -1.68, 0.46, -0.96, -1.08, -0.10, 1.22, -0.62, -0.76, 0.87, -1.29, -0.34, 1.13, -0.66, -0.67, 0.33, -0.27, -0.40, -0.97, 0.34, -0.43, -0.78, 0.49, -1.34, -0.32, 0.27, 0.39, 0.37, 0.41, 0.36, 0.70, 0.38, 0.42, 0.46, 0.25, 0.41, 0.26, 0.29, 0.38, 0.31, 0.17, 0.46, 0.09, 0.28, 0.25, 0.32, 0.14, 0.34, 0.19, 0.42, -0.25, 0.30, 0.26, 0.27, 0.54, 0.18, 0.37, 0.34, 0.12, -0.68, -0.47, 1.10, -0.66, -0.35, -0.52, -0.29, -0.63, 0.33, 0.35, 0.28, 0.10, 0.33, 0.28, 0.32, 0.26, 0.24, -0.87, -0.31, 1.03, -0.64, -0.34, -0.64, -0.31, -0.63, 0.34, 0.28, 0.43, 0.23, 0.31, 0.28, 0.32, 0.26, 0.24, -0.62, -0.48, 1.13, -0.65, -0.27, -0.74, -0.31, -0.61, 0.25, 0.24, 0.32, 0.27, 0.35, 0.26, 0.33, 0.24, 0.28, -0.63, -0.45, 1.18, -0.66, -0.33, -0.68, -0.33, -0.56, 0.25, 0.24, 0.33, 0.24, 0.33, 0.27, 0.26, 0.27, 0.26],
  "total_charge": 0
}



[2]
{
  "formula": "C28H70F3IO10Zn",
  "method": "the ωB97M-V functional and the def2-TZVPD basis",
  "elements": ["Zn", "I", "C", "O", "O", "C", "F", "F", "F", "C", "C", "H", "H", "H", "H", "H", "H", "C", "C", "C", "O", "H", "H", "H", "H", "H", "H", "H", "H", "C", "C", "C", "O", "H", "H", "H", "H", "H", "H", "H", "H", "C", "C", "C", "O", "H", "H", "H", "H", "H", "H", "H", "H", "C", "C", "C", "O", "H", "H", "H", "H", "H", "H", "H", "H", "C", "C", "C", "O", "H", "H", "H", "H", "H", "H", "H", "H", "C", "C", "C", "O", "H", "H", "H", "H", "H", "H", "H", "H", "C", "C", "C", "O", "H", "H", "H", "H", "H", "H", "H", "H", "C", "C", "C", "O", "H", "H", "H", "H", "H", "H", "H", "H"],
  "positions_angstrom": [[0.56545, -0.60079, 0.11556], [1.36370, 1.28204, 2.34581], [0.40422, -2.63957, -2.62329], [0.86421, -3.79185, -1.93944], [0.19145, -1.71321, -1.59359], [1.22987, -2.42319, -4.02692], [0.43042, -1.66080, -4.87448], [2.31802, -1.71963, -3.78097], [1.60405, -3.58647, -4.68426], [-0.00073, -4.99711, -1.91528], [0.64738, -6.23689, -1.36386], [-0.04585, -7.00651, -1.02439], [1.21676, -6.66148, -2.19068], [1.16895, -6.01904, -0.43188], [-0.28350, -5.31002, -2.92038], [-0.94631, -4.70412, -1.45908], [-0.52286, -2.88659, -3.14060], [-0.31750, -3.87785, 2.46075], [0.61924, -2.75431, 2.45227], [1.88082, -2.97507, 3.30963], [1.00861, -2.34107, 1.17696], [-0.71018, -4.09017, 3.45515], [0.27523, -4.78914, 2.38127], [-1.13546, -3.93522, 1.74259], [0.12867, -1.87906, 2.87817], [2.64363, -2.19705, 3.27940], [2.38965, -3.87906, 2.97498], [1.53627, -3.08654, 4.33772], [1.51593, -3.06282, 0.79842], [-1.08756, 2.87641, -2.01172], [-0.43444, 1.51539, -2.30019], [0.41780, 1.65063, -3.57980], [0.34913, 1.31803, -1.16014], [-1.67071, 3.29304, -2.83297], [-0.35723, 3.67738, -1.89698], [-1.74980, 2.91262, -1.14672], [-0.98506, 0.58376, -2.43051], [0.90044, 2.61654, -3.72872], [-0.22202, 1.51632, -4.45198], [1.24242, 0.93787, -3.57138], [1.10862, 1.89340, -1.27734], [-2.76592, -0.44165, -4.56031], [-3.74666, -1.47638, -5.11208], [-4.33121, -2.47325, -4.13369], [-4.70659, -0.75496, -5.86892], [-2.07976, -0.83812, -3.81192], [-3.31226, 0.35422, -4.05413], [-2.15306, -0.00426, -5.34846], [-2.98567, -2.00432, -5.68677], [-3.51055, -2.93038, -3.58083], [-4.80749, -3.20536, -4.78582], [-4.98942, -1.97614, -3.42113], [-4.98913, 0.02594, -5.38729], [1.04476, -0.67780, 6.35161], [-0.26896, 0.14800, 6.43228], [0.11346, 1.62498, 6.72710], [-0.92148, 0.02333, 5.24011], [0.94857, -1.76059, 6.27156], [1.61070, -0.61539, 7.28109], [1.63297, -0.30607, 5.51260], [-0.96214, -0.34893, 7.11099], [0.75721, 1.88638, 5.88724], [0.61724, 1.75135, 7.68540], [-0.72687, 2.31424, 6.80993], [-0.28313, 0.31124, 4.58343], [-2.60285, 3.64368, 3.00015], [-2.63101, 3.69464, 1.51698], [-2.05011, 4.94991, 0.94279], [-1.82132, 2.55544, 1.17960], [-1.79552, 3.09505, 3.48525], [-3.50164, 3.11633, 3.31981], [-2.55755, 4.61724, 3.48822], [-3.64048, 3.59757, 1.11740], [-1.35033, 5.38697, 1.65510], [-2.82891, 5.70455, 0.83286], [-1.52946, 4.81661, -0.00550], [-0.95024, 2.87819, 1.42176], [-3.41372, -0.43442, 1.74127], [-2.53982, -1.00371, 0.62872], [-3.11919, -0.83554, -0.74553], [-1.39287, -0.24177, 0.70419], [-2.86966, 0.21260, 2.42936], [-3.84958, -1.21213, 2.36840], [-4.18451, 0.22217, 1.33770], [-2.39796, -2.03745, 0.94392], [-2.39678, -1.20932, -1.47115], [-3.24907, 0.22571, -0.95760], [-4.09219, -1.32455, -0.79292], [-1.70332, 0.58421, 1.08230], [4.23199, 4.85492, -0.95735], [3.18519, 3.84095, -0.52811], [1.84643, 4.49079, -0.13679], [2.80421, 2.92504, -1.54323], [5.18818, 4.45090, -1.28986], [4.45421, 5.53874, -0.13814], [3.87565, 5.47805, -1.77762], [3.53430, 3.39292, 0.40220], [1.92027, 5.16272, 0.71829], [1.11035, 3.72768, 0.11609], [1.45796, 5.05017, -0.98784], [2.68734, 3.47786, -2.31933], [4.21990, -1.64865, 0.49936], [3.93283, -0.31302, -0.23885], [4.65447, -0.09390, -1.54521], [2.58210, -0.24285, -0.65152], [3.42749, -2.32889, 0.18715], [4.08692, -1.52025, 1.57357], [5.22006, -2.06622, 0.38357], [4.10778, 0.59759, 0.33411], [4.58976, 0.94201, -1.87807], [4.39143, -0.83349, -2.30147], [5.71956, -0.26809, -1.39241], [2.50364, 0.50764, -1.24499]],
  "mulliken_charge": [3.21, -0.61, -0.53, -0.31, -0.61, 0.53, -0.23, -0.20, -0.30, -0.13, -1.36, 0.39, 0.34, 0.25, 0.37, 0.30, -0.02, -1.58, 1.00, -1.50, -0.46, 0.37, 0.43, 0.29, 0.00, 0.16, 0.45, 0.31, 0.06, -1.14, 1.38, -1.43, 1.38, 0.51, 0.18, -0.09, -0.62, 0.39, 0.29, 0.19, -1.04, -0.39, 0.36, -0.99, -0.56, -0.46, 0.52, 0.20, 0.26, 0.18, 0.36, 0.17, 0.35, -1.03, 0.22, -1.09, -0.42, 0.20, 0.46, 0.23, 0.36, 0.18, 0.41, 0.29, 0.04, -1.35, 0.40, -1.35, -0.17, 0.28, 0.31, 0.42, 0.50, 0.41, 0.44, 0.15, -0.26, -1.48, 1.15, -1.12, 1.21, 0.25, 0.34, 0.39, -0.02, -0.34, 0.20, 0.62, -0.97, -1.62, 0.45, -0.85, -0.35, 0.38, 0.41, 0.37, 0.28, 0.46, -0.22, 0.39, 0.22, -0.75, 0.65, -1.64, -0.07, -0.02, 0.23, 0.43, 0.13, 0.34, 0.24, 0.53, -0.39],
  "total_charge": 0
}



| no. | F_max (hartree/bohr) | frontier orbital gap (Eh) |
| --- | --- | --- |
| 1 | 0.1866 | 0.15164 |
| 2 | 0.0620 | 0.32041 |